ORCA calculation (ωB97M-V/def2-TZVPD) on the molecule C10H10ClOP.

Last column: Löwdin charge in e.
Element x y z (Å)
O -1.4671 -1.1981 -2.1325  -0.325
P -1.1437 -0.3182 -1.0089  0.679
C 0.5895 -0.5131 -0.3510  -0.224
C 1.3545 -1.5452 -1.1089  -0.013
C 2.5913 -1.9415 -0.5435  -0.083
C 3.0646 -1.3910 0.6035  -0.104
C 2.2826 -0.5423 1.3110  -0.103
C 0.9988 -0.1587 0.9243  -0.077
C -1.3238 1.5582 -1.1314  -0.266
C -1.7029 2.1029 0.1660  -0.290
C -2.5270 1.0275 0.8387  -0.114
C -2.2106 -0.2551 0.4542  -0.723
Cl -2.8147 -1.7942 1.0685  0.607
H 0.8129 -2.0733 -1.8492  0.078
H 3.2245 -2.4349 -1.2096  0.085
H 4.0609 -1.4606 1.0514  0.119
H 2.5657 -0.1751 2.2547  0.091
H 0.4223 0.5982 1.4764  0.106
H -2.2126 1.7242 -1.8739  0.131
H -0.4869 2.0800 -1.6869  0.110
H -2.2241 3.0731 0.0996  0.123
H -0.9341 2.3003 0.8551  0.085
H -2.9202 1.3369 1.7924  0.107

Cartesian forces (eV/Å) of the 3 atoms listed first:
O -0.1 -0.3 -0.4
P 1.3 2.7 1.3
C -0.5 -3.7 -1.7

Max |F| (eV/A): 4.71
Relative energy (zero: lowest compared OMol25 entry of this formula, charge and spin) (eV): 0.362
Orbital gap (eV): 9.94
DFT total energy (eV): -34390.034
Highest occupied orbital energy (eV): -9.5
SMILES: O=[P@@]1(c2ccccc2)CCC=C1Cl



ORCA calculation (ωB97M-V/def2-TZVPD) on a structure of composition C26H22ClNO7RhS.

Last column: Löwdin charge in e.
Element x y z (Å)
Rh 0.3435 0.6348 -0.5280  1.108
C -2.7672 5.6338 -3.9979  -0.088
O -3.6267 5.2759 -2.9323  -0.080
C -3.2284 4.2507 -2.1334  -0.285
C -4.0996 3.9630 -1.0573  -0.025
C -3.7569 2.9602 -0.2040  -0.044
C -2.5815 2.1779 -0.3456  -0.095
C -2.3384 1.1270 0.6057  -0.348
C -3.2930 0.9036 1.7553  -0.011
O -1.3954 0.3182 0.5518  -0.066
C -1.7154 2.4608 -1.4519  -0.303
O -0.6244 1.8641 -1.7600  -0.149
C -2.0806 3.5338 -2.3207  0.054
H -3.2364 6.4796 -4.4938  0.087
H -2.6536 4.8110 -4.7080  0.095
H -1.7814 5.9260 -3.6286  0.096
H -5.0055 4.5401 -0.9395  0.108
H -4.4249 2.7442 0.6183  0.100
H -3.4224 1.8156 2.3376  0.086
H -2.8797 0.1207 2.3852  0.084
H -4.2727 0.5912 1.3915  0.090
H -1.3912 3.7327 -3.1271  0.113
O 4.1955 1.9349 -2.3475  -0.600
S 2.9126 2.1000 -1.6571  0.690
N 2.0736 0.8935 -1.4910  -0.474
C 5.0700 -1.3989 3.0693  -0.027
C 3.7099 -1.5878 3.6725  -0.190
C 3.3149 -2.7972 4.2208  -0.069
C 2.0421 -2.9492 4.7473  -0.671
Cl 1.5754 -4.4886 5.4285  0.622
C 1.1390 -1.9071 4.7320  -0.105
C 1.5220 -0.6881 4.1902  -0.002
C 2.7968 -0.5290 3.6685  -0.235
O 3.2775 0.6493 3.1725  -0.025
C 2.3631 1.6367 2.7533  -0.088
C 1.5514 1.2654 1.5278  -0.632
O 0.9179 2.1824 0.9429  -0.074
O 1.5261 0.0730 1.1164  -0.056
H 5.6504 -2.3185 3.1351  0.075
H 5.6175 -0.6011 3.5739  0.084
H 4.9848 -1.1096 2.0208  0.094
H 4.0009 -3.6345 4.2262  0.108
H 0.1430 -2.0437 5.1294  0.102
H 0.8050 0.1194 4.1544  0.112
H 2.9536 2.5124 2.4913  0.141
H 1.6823 1.9272 3.5598  0.129
C 0.0448 -1.0090 -1.4738  -0.129
C -0.1056 -2.0612 -2.0531  -0.111
C -0.2896 -3.3079 -2.7287  -0.264
C -0.8241 -4.4167 -2.0625  -0.049
C -1.0063 -5.6219 -2.7210  -0.108
C -0.6599 -5.7514 -4.0596  -0.121
C -0.1260 -4.6596 -4.7314  -0.106
C 0.0584 -3.4528 -4.0764  -0.045
H -1.0893 -4.3144 -1.0183  0.110
H -1.4223 -6.4665 -2.1847  0.093
H -0.8018 -6.6943 -4.5732  0.088
H 0.1495 -4.7482 -5.7755  0.093
H 0.4783 -2.6019 -4.5964  0.112

Cartesian forces (eV/Å) of the 3 atoms listed first:
Rh 0.2 0.6 0.3
C 0.0 0.0 0.0
O 0.0 0.0 0.0

Max |F| (eV/A): 0.75
Charge: -1
Relative energy (zero: lowest compared OMol25 entry of this formula, charge and spin) (eV): 0.000
Orbital gap (eV): 7.60
DFT total energy (eV): -69508.022
Highest occupied orbital energy (eV): -5.1



ORCA calculation (ωB97M-V/def2-TZVPD) on a structure of composition C17H18BCuN7O4.

Last column: Löwdin charge in e.
Element x y z (Å)
H 1.5934 -1.5713 1.8705  0.135
N -0.2571 -1.8748 0.9657  0.075
B -2.8144 -2.3245 0.4350  -0.443
N -1.4728 -2.3289 1.2774  0.047
C -1.3576 -2.9126 2.4838  -0.030
Cu -0.3711 -0.5329 -1.2428  0.363
H -2.1735 -3.4879 2.9342  0.140
C -0.0574 -2.7347 2.9271  -0.034
H 0.4062 -3.1397 3.8148  0.106
C 0.6050 -1.9812 1.9730  -0.018
H -3.7219 -2.9889 0.8669  0.122
C -0.4023 0.5659 -2.8758  -0.079
H 0.5349 1.1479 -3.0365  0.026
H -1.1093 1.1891 -2.3178  -0.018
H -0.7783 0.0980 -3.8121  0.016
N -2.2600 -2.7510 -0.9398  0.003
N -3.2513 -0.8374 0.3317  -0.035
N -1.1465 -2.1462 -1.5515  -0.044
N -2.3188 0.0424 -0.1548  0.028
C -2.6624 -3.8043 -1.6675  -0.062
C -4.3937 -0.1758 0.6410  -0.068
H -3.4888 -4.3993 -1.2853  0.128
H -5.2193 -0.7087 1.0675  0.111
C -1.8613 -3.8895 -2.8022  -0.047
C -4.2026 1.1633 0.2927  -0.060
C -0.9369 -2.8347 -2.6946  -0.093
C -2.8890 1.2524 -0.2037  -0.118
H -1.9283 -4.6431 -3.5750  0.095
H -4.9001 1.9592 0.3617  0.078
H -0.2094 -2.4753 -3.4143  0.119
H -2.3346 2.0668 -0.6347  0.105
H 0.1068 -1.3244 0.1186  0.079
O 2.0636 -0.4078 -0.4964  -0.027
C 1.6357 0.7356 -0.1482  -0.556
O 0.3766 1.0366 -0.1789  -0.084
C 2.5641 1.8334 0.3401  -0.100
C 2.1220 2.9871 1.0249  0.003
C 3.0004 4.0232 1.3280  0.013
C 4.3597 3.9591 0.9695  -0.158
C 4.7985 2.8035 0.3133  0.014
C 3.9289 1.7522 0.0356  -0.001
N 5.2582 5.0361 1.2445  -0.312
O 4.8071 6.0442 1.8392  0.055
O 6.4532 4.9266 0.8750  0.055
H 1.0775 3.1006 1.3144  0.120
H 2.6792 4.9277 1.8337  0.116
H 5.8372 2.7578 0.0142  0.116
H 4.3105 0.8664 -0.4621  0.120

Cartesian forces (eV/Å) of the 3 atoms listed first:
H 0.1 -0.1 0.0
N 1.3 1.9 -0.4
B 0.8 1.8 -0.9

Spin multiplicity: 2
Max |F| (eV/A): 4.24
⟨S²⟩: 0.756
Relative energy (zero: lowest compared OMol25 entry of this formula, charge and spin) (eV): 2.100
Orbital gap (alpha / beta) (eV): 7.22 / 7.83
DFT total energy (eV): -81854.332
Highest occupied orbital energy (alpha / beta) (eV): -8.1 / -8.7



ORCA calculation (ωB97M-V/def2-TZVPD) on a structure of composition C46H48Cl2IrN3P3.

Last column: Löwdin charge in e.
Element x y z (Å)
Ir 0.5347 -0.4675 0.3073  0.738
N 2.0028 -1.6675 1.3039  -0.102
C 2.2779 -1.3410 2.7308  -0.188
C 2.7544 0.0894 2.8670  -0.154
C 1.6340 1.1032 2.7771  -0.164
N 1.0186 1.2197 1.4120  -0.084
H 1.6366 -2.6191 1.2620  0.078
H 2.8915 -1.7099 0.8019  0.076
H 3.0256 -2.0385 3.1090  0.143
H 1.3560 -1.5034 3.2937  0.109
H 3.5267 0.2907 2.1178  0.106
H 3.2428 0.2132 3.8342  0.145
H 1.9944 2.0986 3.0417  0.146
H 0.8388 0.8448 3.4739  0.101
H 1.6459 1.7926 0.8403  0.044
H 0.1799 1.7947 1.5160  0.068
N -2.5564 -0.2989 0.8538  -0.317
P -1.6103 0.5344 -0.3204  0.876
C -1.8505 2.2792 0.0178  -0.400
C -0.8093 3.1888 -0.1639  -0.112
C -1.0290 4.5479 0.0181  -0.030
C -2.2918 4.9999 0.3726  -0.011
C -3.3411 4.0981 0.5361  -0.022
C -3.1279 2.7430 0.3549  -0.090
C -2.5630 0.1994 -1.8078  -0.388
C -3.1664 -1.0406 -2.0421  -0.110
C -3.9294 -1.2320 -3.1828  -0.035
C -4.0937 -0.1938 -4.0937  -0.023
C -3.4953 1.0379 -3.8649  -0.029
C -2.7350 1.2407 -2.7238  -0.070
P -1.9459 -1.0834 2.1848  1.034
C -2.8307 -2.5679 2.4822  -0.339
C -3.4154 -2.8029 3.7420  -0.043
C -4.1525 -3.9540 3.9376  -0.009
C -4.2997 -4.8732 2.9027  0.017
C -3.7115 -4.6509 1.6563  -0.025
C -2.9727 -3.5081 1.4420  -0.103
C -1.7880 -0.0561 3.6095  -0.377
C -2.1878 1.2890 3.6016  -0.059
C -2.0596 2.0337 4.7599  -0.017
C -1.5358 1.4523 5.9143  0.010
C -1.1343 0.1165 5.9222  -0.020
C -1.2455 -0.6394 4.7717  -0.109
H -3.5011 -0.5530 0.5680  0.101
H 0.1656 2.8453 -0.4886  0.068
H -0.2209 5.2522 -0.1294  0.121
H -2.4685 6.0587 0.5087  0.132
H -4.3290 4.4588 0.7903  0.131
H -3.9598 2.0559 0.4614  0.119
H -3.0636 -1.8558 -1.3365  0.072
H -4.4152 -2.1834 -3.3544  0.125
H -4.7062 -0.3411 -4.9735  0.132
H -3.6355 1.8484 -4.5674  0.131
H -2.2935 2.2132 -2.5448  0.117
H -3.3239 -2.0782 4.5388  0.110
H -4.6266 -4.1336 4.8929  0.136
H -4.8845 -5.7696 3.0647  0.138
H -3.8371 -5.3774 0.8653  0.128
H -2.5086 -3.3315 0.4811  0.025
H -2.6269 1.7288 2.7164  0.087
H -2.3937 3.0626 4.7786  0.131
H -1.4525 2.0407 6.8191  0.137
H -0.7464 -0.3286 6.8287  0.134
H -0.9463 -1.6822 4.7795  0.119
C 5.5762 -2.7301 -1.8624  -0.008
C 4.2932 -3.2313 -1.6609  -0.038
C 3.2405 -2.3614 -1.4448  -0.166
C 3.4542 -0.9742 -1.4071  -0.360
C 4.7425 -0.4800 -1.6380  -0.061
C 5.7930 -1.3598 -1.8639  -0.017
P 2.0224 0.1263 -1.3838  1.008
C 1.3758 0.0492 -3.0630  -0.360
C 2.3001 0.3908 -4.0647  -0.073
C 1.9266 0.3432 -5.3933  -0.019
C 0.6337 -0.0443 -5.7410  -0.014
C -0.2727 -0.3969 -4.7561  -0.049
C 0.1008 -0.3607 -3.4181  -0.139
C 2.5992 1.8228 -1.1595  -0.380
C 2.1320 2.8200 -2.0235  -0.082
C 2.5779 4.1275 -1.8869  -0.024
C 3.4784 4.4578 -0.8835  -0.008
C 3.9436 3.4763 -0.0121  -0.023
C 3.5137 2.1674 -0.1510  -0.125
H 6.4016 -3.4090 -2.0300  0.133
H 4.1181 -4.2983 -1.6903  0.124
H 2.2307 -2.7644 -1.3389  0.006
H 4.9387 0.5811 -1.6779  0.111
H 6.7833 -0.9672 -2.0514  0.132
H 3.3073 0.6987 -3.8118  0.119
H 2.6399 0.6114 -6.1609  0.131
H 0.3426 -0.0731 -6.7828  0.130
H -1.2726 -0.7140 -5.0247  0.114
H -0.6127 -0.6588 -2.6670  0.029
H 1.4396 2.5754 -2.8183  0.116
H 2.2344 4.8852 -2.5789  0.131
H 3.8346 5.4752 -0.7878  0.133
H 4.6653 3.7284 0.7536  0.130
H 3.9337 1.4063 0.4963  0.098
Cl 0.8882 -3.6732 -3.1511  0.765
C 0.1511 -4.1462 -1.6952  -0.761
Cl -0.3551 -2.6809 -0.5464  0.537
H 0.8168 -4.7116 -1.0550  0.052
H -0.8247 -4.5976 -1.8363  0.054

Cartesian forces (eV/Å) of the 3 atoms listed first:
Ir -0.7 -0.4 0.2
N 0.0 0.0 0.0
C 0.0 -0.1 0.0

Spin multiplicity: 2
Max |F| (eV/A): 0.82
Charge: +4
⟨S²⟩: 0.764
Relative energy (zero: lowest compared OMol25 entry of this formula, charge and spin) (eV): 0.000
Orbital gap (alpha / beta) (eV): 6.69 / 4.77
DFT total energy (eV): -108666.790
Highest occupied orbital energy (alpha / beta) (eV): -18.5 / -18.5



ORCA calculation (ωB97M-V/def2-TZVPD) on a structure of composition C43H34N5O4ReS7Sb.

Last column: Löwdin charge in e.
Element x y z (Å)
Re 0.1421 -1.5008 -2.1646  0.996
N 1.2011 -1.6441 -0.6478  -0.523
S 1.9230 -1.6806 0.6778  0.889
N 1.9913 -0.2714 1.4273  -0.336
S 0.7410 0.3580 2.1615  0.947
N -0.6462 0.2877 1.4443  -0.341
S -1.0184 0.7649 -0.0628  0.902
N -0.9720 -0.3409 -1.0884  -0.409
C -2.6893 1.2788 0.1160  -0.324
C -3.2148 1.5993 1.3630  -0.061
C -4.5223 2.0517 1.4292  -0.031
C -5.2764 2.1827 0.2693  -0.015
C -4.7326 1.8619 -0.9677  -0.021
C -3.4284 1.4068 -1.0557  -0.032
C -0.0520 2.1809 -0.4852  -0.329
C 1.1061 2.0206 -1.2338  -0.091
C 1.8485 3.1418 -1.5613  -0.030
C 1.4315 4.3988 -1.1386  -0.020
C 0.2747 4.5419 -0.3851  -0.026
C -0.4845 3.4301 -0.0557  -0.038
C 1.2742 1.9939 2.5270  -0.335
C 0.4187 2.7341 3.3423  -0.052
C 0.7751 4.0293 3.6681  -0.025
C 1.9695 4.5599 3.1897  -0.017
C 2.8078 3.8049 2.3824  -0.030
C 2.4670 2.5047 2.0383  -0.051
C 0.4496 -0.4143 3.7158  -0.334
C 1.5148 -0.3870 4.6132  -0.049
C 1.3384 -0.9548 5.8608  -0.026
C 0.1160 -1.5291 6.1957  -0.017
C -0.9329 -1.5456 5.2873  -0.030
C -0.7778 -0.9834 4.0279  -0.054
C 3.6130 -2.0733 0.4233  -0.329
C 4.6304 -1.4433 1.1314  -0.051
C 5.9367 -1.8357 0.8847  -0.027
C 6.2025 -2.8332 -0.0453  -0.012
C 5.1703 -3.4506 -0.7422  -0.024
C 3.8579 -3.0757 -0.5131  -0.063
C 1.1900 -2.9384 1.6612  -0.318
C -0.1652 -3.2059 1.4922  -0.083
C -0.7456 -4.1794 2.2882  -0.035
C 0.0177 -4.8510 3.2356  -0.018
C 1.3663 -4.5577 3.3997  -0.022
C 1.9697 -3.5953 2.6073  -0.032
H -2.6258 1.4907 2.2624  0.100
H -4.9549 2.3001 2.3882  0.125
H -6.2965 2.5369 0.3312  0.129
H -5.3250 1.9653 -1.8661  0.127
H -2.9961 1.1567 -2.0153  0.103
H 1.4271 1.0498 -1.5894  0.080
H 2.7383 3.0383 -2.1672  0.127
H 2.0030 5.2746 -1.4154  0.128
H -0.0551 5.5238 -0.0747  0.128
H -1.4064 3.5445 0.4984  0.123
H -0.4946 2.3028 3.7342  0.124
H 0.1342 4.6203 4.3072  0.128
H 2.2515 5.5688 3.4597  0.129
H 3.7366 4.2253 2.0218  0.127
H 3.1135 1.9094 1.4103  0.111
H 2.4559 0.0822 4.3527  0.127
H 2.1461 -0.9384 6.5791  0.128
H -0.0198 -1.9590 7.1790  0.129
H -1.8808 -1.9885 5.5600  0.127
H -1.5880 -0.9863 3.3134  0.112
H 4.4108 -0.6692 1.8525  0.108
H 6.7488 -1.3638 1.4199  0.127
H 7.2251 -3.1344 -0.2288  0.130
H 5.3895 -4.2238 -1.4653  0.126
H 3.0474 -3.5541 -1.0502  0.080
H -0.7544 -2.6663 0.7625  0.077
H -1.7931 -4.4193 2.1659  0.127
H -0.4404 -5.6177 3.8460  0.129
H 1.9527 -5.0928 4.1337  0.129
H 3.0255 -3.3809 2.7116  0.127
S -0.3216 -3.4641 -6.1634  0.122
Sb 0.8816 -3.9924 -4.4567  0.188
S 1.9060 -1.7550 -3.4599  0.210
S -0.7967 -3.3916 -2.2431  0.274
S 2.1258 -5.4658 -3.4616  0.070
O -0.7173 1.5605 -3.4008  0.122
C -1.2090 0.6019 -3.9293  -0.477
O -0.7566 -0.6506 -3.5930  -0.382
C -2.2975 0.5765 -4.9255  -0.139
C -2.9285 -0.6111 -5.2923  -0.001
C -3.9600 -0.5820 -6.2131  0.034
C -4.3248 0.6401 -6.7494  -0.102
C -3.7134 1.8332 -6.4070  0.039
C -2.6894 1.7971 -5.4768  0.025
N -5.4334 0.6700 -7.7434  -0.342
O -5.7535 1.7558 -8.1691  0.115
O -5.9540 -0.3907 -8.0087  0.109
H -2.6150 -1.5516 -4.8632  0.097
H -4.4819 -1.4751 -6.5228  0.131
H -4.0408 2.7529 -6.8685  0.133
H -2.1818 2.7056 -5.1830  0.131

Cartesian forces (eV/Å) of the 3 atoms listed first:
Re 0.0 -0.1 0.1
N 0.0 -0.3 0.4
S 0.1 0.3 -0.1

Max |F| (eV/A): 0.47
Charge: +3
Orbital gap (eV): 5.78
DFT total energy (eV): -145264.468
Highest occupied orbital energy (eV): -16.0



Question: max |F| of number 4 (C46H48Cl2IrN3P3)?
Answer: 0.82 eV/A



Question: The highest DFT total energy belongs to which entry?
Answer: C10H10ClOP



Question: DFT total energy of number 2 (C26H22ClNO7RhS)?
Answer: -69508.022 eV



Question: The lowest max |F| belongs to which entry?
Answer: C43H34N5O4ReS7Sb